No. 1
Computed, not measured: a 2-piece molecular cluster, C4H12NOS overall in a non-equilibrium geometry, with ωB97M-V/def2-TZVPD.

Cartesian coordinates (Å):
C 1.3360 -2.7942 -0.3808
N 0.5007 -1.6892 -0.8552
C 0.5092 -0.4806 -0.0159
C -0.9133 -0.0226 0.3930
S -0.9730 1.2451 1.7043
C 1.2531 0.6671 -0.7090
H 1.3307 -2.7862 0.6879
H 0.9768 -3.7870 -0.6636
H 2.3768 -2.7527 -0.7161
H 0.8875 -1.4261 -1.7540
H 0.9781 -0.7168 0.9331
H -1.4359 0.3413 -0.4969
H -1.3663 -0.9555 0.7423
H 2.2526 0.3366 -1.0008
H 1.3818 1.5020 -0.0199
H 0.6264 1.0081 -1.5166
H -3.9282 4.4507 1.1376
H -2.7578 3.5267 1.0320
O -3.0352 4.3333 1.4986

2S+1: 2
Molar mass, u: 122.213
Energy above the lowest of the compared OMol25 structures with the same formula, charge and spin, kJ/mol: 46.1
HOMO energy (alpha / beta), eV: 3.936 / -0.027
Energy, hartree: -687.65528
Net charge: -2
LUMO (alpha / beta), eV: 5.50 / 5.41
Orbital gap (alpha / beta), eV: 1.6 / 5.4

---

No. 2
Computed, not measured: C4H12NOS as an isolated structure in a non-equilibrium geometry, with ωB97M-V/def2-TZVPD.

Cartesian coordinates (Å):
C 2.5948 1.3442 -0.4615
C 2.6143 -0.7653 0.6313
C -1.8000 1.2209 0.6560
C -2.6991 -1.2359 -0.4826
N 2.0274 0.0869 -0.0670
O -0.2250 -0.3119 -0.8986
S -1.2357 -0.4700 0.2754
H 1.8974 2.2045 -0.3403
H 3.6740 1.2356 -0.1510
H 2.4891 1.3490 -1.6303
H 2.4177 -1.8708 0.7624
H 3.5864 -0.4243 1.1788
H 0.9415 -0.0986 -0.6113
H -1.0097 1.6658 1.2798
H -2.6477 1.0763 1.3560
H -2.2329 1.7608 -0.2910
H -2.7164 -2.3470 -0.4700
H -2.9088 -0.6517 -1.4295
H -3.5689 -1.0120 0.0514

Molar mass, u: 122.213
Energy above the lowest of the compared OMol25 structures with the same formula, charge and spin, kJ/mol: 248.9
HOMO energy, eV: -13.945
Energy, hartree: -687.45073
Net charge: +1
LUMO, eV: -3.29
Orbital gap, eV: 10.7

---

> Which formula does entry 1 have?

C4H12NOS

---

Repeat the second record exactly.
Computed, not measured: C4H12NOS as an isolated structure in a non-equilibrium geometry, with ωB97M-V/def2-TZVPD.

Cartesian coordinates (Å):
C 2.5948 1.3442 -0.4615
C 2.6143 -0.7653 0.6313
C -1.8000 1.2209 0.6560
C -2.6991 -1.2359 -0.4826
N 2.0274 0.0869 -0.0670
O -0.2250 -0.3119 -0.8986
S -1.2357 -0.4700 0.2754
H 1.8974 2.2045 -0.3403
H 3.6740 1.2356 -0.1510
H 2.4891 1.3490 -1.6303
H 2.4177 -1.8708 0.7624
H 3.5864 -0.4243 1.1788
H 0.9415 -0.0986 -0.6113
H -1.0097 1.6658 1.2798
H -2.6477 1.0763 1.3560
H -2.2329 1.7608 -0.2910
H -2.7164 -2.3470 -0.4700
H -2.9088 -0.6517 -1.4295
H -3.5689 -1.0120 0.0514

Molar mass, u: 122.213
Energy above the lowest of the compared OMol25 structures with the same formula, charge and spin, kJ/mol: 248.9
HOMO energy, eV: -13.945
Energy, hartree: -687.45073
Net charge: +1
LUMO, eV: -3.29
Orbital gap, eV: 10.7

---

> Which value of molar mass does entry 1 give?

122.213 u